Density functional theory data (wB97M-V/def2-TZVPD) for a structure of composition C19H19CuIN2O3 at a distorted geometry.

Each line ends with the Mulliken charge.
Geometry (Å):
C: -1.03016 -0.50704 1.79892  -1.1745
C: 1.05231 1.15620 1.83116  -1.1831
H: -2.01439 -0.28621 2.22006  0.5649
H: -0.28406 -0.69004 2.57112  0.4958
H: -1.14145 -1.39224 1.15977  0.0800
H: 1.46293 2.15176 1.65986  0.5130
H: 0.88343 0.98851 2.89759  0.6403
H: 1.75435 0.40448 1.43769  0.1804
C: -2.96634 -0.26115 -0.72587  0.0747
C: -4.10635 -0.16919 -1.53041  -0.8326
C: -4.12970 0.77547 -2.56328  -0.4416
C: -3.01853 1.59391 -2.76576  -0.9426
H: -2.89895 -0.94531 0.11969  0.3943
H: -4.94705 -0.82969 -1.32452  0.3913
H: -5.00021 0.88035 -3.20393  0.4257
H: -2.97477 2.34979 -3.54496  0.3597
N: -1.89574 0.51521 -0.94639  0.6207
C: -1.90250 1.44711 -1.93324  0.8615
C: -0.70439 2.27849 -2.01536  0.6390
N: 0.24987 2.01560 -1.08943  0.7608
C: 1.39698 2.70329 -1.06060  0.0185
C: 0.64949 4.06785 -2.89847  -0.4246
C: 1.62867 3.76049 -1.94365  -0.9543
H: 2.11953 2.39670 -0.30341  0.4573
H: 2.55790 4.32190 -1.86267  0.3843
C: -0.52281 3.31151 -2.94524  -0.9054
H: -1.31266 3.48896 -3.67080  0.3671
H: 0.79156 4.88461 -3.59950  0.4269
Cu: -0.36566 0.75909 0.36145  -0.7889
I: -1.38465 2.29760 2.05941  -0.0884
O: 0.26153 -4.31607 0.59559  -0.6840
C: 1.13548 -3.62754 1.33234  0.0973
C: 1.37452 -3.99029 2.67837  -0.7333
C: 2.46539 -3.44162 3.34222  -0.4198
C: 3.28400 -2.49374 2.71336  -0.6910
C: 2.94794 -2.00862 1.44439  -0.3121
C: 1.85189 -2.53811 0.76221  0.8727
C: 1.25750 -1.93499 -0.49172  0.1721
O: 0.76629 -2.75547 -1.32886  -0.8268
O: 1.27514 -0.67402 -0.58619  -0.5401
H: 0.33174 -3.88621 -0.34923  0.4481
H: 0.72409 -4.72199 3.15211  0.4357
H: 2.68459 -3.75819 4.36140  0.3792
H: 4.17077 -2.10596 3.22285  0.3628
H: 3.52248 -1.21518 0.96191  0.5188

Computed properties:
2S+1 ... 2
DFT total energy ... -81872.0398 eV
LUMO (spin up / spin down) ... -0.043 / -0.058 hartree
Relative energy (zero: lowest compared OMol25 entry of this formula, charge and spin) ... 349.8 kJ/mol